*1*
A 15-piece molecular cluster, C4H39NO15 overall. Source: the OMol25 dataset; level of theory: ωB97M-V/def2-TZVPD.

Each line ends with the Löwdin charge.
Cartesian coordinates (Å):
H  2.3664  0.9758  -2.0482  0.068
H  0.4170  0.4613  -1.0429  0.106
O  -2.7058  1.0355  -1.2485  -0.094
H  5.2539  0.6860  0.0337  0.063
O  -0.8214  -1.8746  -3.3963  -0.082
H  2.1614  2.8698  3.6864  0.062
H  -0.8857  -0.9729  -3.7744  0.012
H  -1.9749  -4.9175  2.9974  0.067
H  1.9849  -2.8055  -2.0671  0.058
H  -1.8521  2.3464  1.8841  0.005
H  -2.9462  1.5932  1.1242  0.029
H  -2.1016  -1.7810  -2.2372  0.012
H  -3.6610  -4.3119  -0.1114  0.057
O  2.4461  0.3211  -1.3371  -0.130
H  0.7097  2.4783  -2.2135  0.027
H  -2.2852  -3.4226  3.0450  0.063
O  1.3458  2.1883  -2.9297  -0.070
O  -2.8399  -3.8386  0.0504  -0.070
H  2.3606  1.4484  3.2501  0.002
C  1.2910  -0.6961  0.5445  -0.170
H  0.1187  -2.0126  -3.1806  0.004
H  -0.0641  0.2981  2.7835  0.038
O  1.6455  2.0768  3.4963  -0.069
H  2.0192  -1.4596  0.2549  0.117
O  -2.7224  1.9300  2.0007  -0.070
O  -2.8044  -1.5868  -1.5718  -0.097
H  1.6373  2.9833  -3.3854  0.076
H  1.6345  -0.3509  1.5214  0.090
H  -1.5728  0.9844  -3.2390  0.027
H  1.4744  1.4137  0.0710  0.121
O  -2.6337  -4.2660  2.7369  -0.034
H  3.8506  0.0626  -0.3403  0.029
H  -0.9573  0.7166  0.3978  0.064
H  -0.1770  -2.1212  1.2603  0.112
O  1.8462  -2.0755  -2.6749  -0.045
C  -1.0927  -0.1731  1.0304  -0.295
H  -0.2331  3.9332  1.8866  0.085
H  4.0074  0.3014  1.8985  0.008
H  -2.7025  -3.9176  1.0309  0.011
H  -2.7075  0.0220  -1.2621  0.026
O  -0.9474  0.7961  -3.9519  -0.045
H  -1.6126  0.8480  2.7131  0.019
H  -0.1124  1.2282  -3.7113  0.017
O  3.6945  0.4642  2.8217  -0.071
H  3.9264  -0.3247  3.3204  0.066
O  -0.5477  2.8134  -1.1305  -0.077
C  1.3287  0.4621  -0.4425  -0.218
H  0.4887  2.5941  2.2374  0.023
H  2.1188  -1.2380  -2.2500  0.022
H  -2.7544  -2.3489  -0.9316  0.025
N  -0.9988  0.0783  2.4704  0.021
H  -1.3196  2.2010  -1.1891  0.020
C  -0.1109  -1.2571  0.5904  -0.181
O  4.5916  0.0512  0.3171  -0.055
H  -2.1176  -0.4834  0.8300  0.101
O  -0.1407  3.0148  1.6135  -0.065
H  -0.3737  2.8996  -0.1763  0.010
H  -0.4027  -1.6259  -0.3968  0.101
H  -3.5397  1.2847  -1.6585  0.072

- net charge = 0


*2*
A 15-piece molecular cluster, C4H39NO15 overall. Source: the OMol25 dataset; level of theory: ωB97M-V/def2-TZVPD.

Each line ends with the Löwdin charge.
Cartesian coordinates (Å):
H  -2.9675  1.4269  1.1487  0.119
H  2.5354  -3.3740  2.8465  0.067
H  -4.2855  -2.8843  1.7950  0.077
H  -1.6029  -3.1714  -1.3991  0.084
H  -1.0504  -1.7323  0.7773  0.132
H  1.1681  -1.1218  -0.3412  0.083
H  -0.2726  -0.2992  3.0528  -0.017
H  -3.0244  -2.0103  1.1739  0.043
H  0.1924  -0.1738  -1.6932  0.124
C  -0.9167  -1.5716  -0.3498  -0.363
H  3.4748  0.9775  -0.7816  0.059
H  4.7866  0.8349  -1.3570  0.041
H  -1.9769  3.1311  -1.3659  0.008
O  -5.0654  -0.7757  0.6239  -0.008
H  0.8505  0.5576  2.3201  0.058
H  5.2889  1.1961  0.9656  0.025
O  0.3705  0.5489  0.2643  -0.076
C  0.3866  -3.8112  -0.4236  -0.093
H  -0.2560  1.4128  -3.7101  -0.011
H  1.3815  -3.8981  -0.8401  0.059
O  3.9026  0.5735  -1.5988  -0.073
C  -0.6150  -2.8234  -1.1260  -0.232
H  0.2379  2.3415  -2.5392  -0.074
H  -2.1627  -0.3368  -1.6278  0.086
H  1.4707  3.8300  -1.5449  0.101
H  1.7044  -1.8783  2.5053  0.032
N  -2.1634  -0.9420  -0.8062  0.057
H  3.1283  0.3893  3.4280  0.060
O  -2.0118  3.2048  -0.4312  -0.051
H  -1.5637  4.0657  -0.2428  0.064
H  -0.1457  1.3115  -0.0406  0.079
H  0.3375  -3.6350  0.6284  0.037
O  -0.4328  1.8581  -2.9101  -0.038
O  4.3831  1.0951  0.8669  -0.016
H  -0.1600  -2.4835  -2.2449  0.160
O  1.1393  0.7942  -4.7974  -0.044
O  -3.8554  1.4745  0.5935  -0.087
H  4.0208  0.2045  0.9674  0.075
O  0.6761  -0.0982  3.0575  -0.095
O  -3.3007  -2.8005  1.7584  -0.090
H  -5.4990  -0.5572  -0.2063  0.064
H  1.6223  1.6364  -3.2814  -0.009
H  2.5624  -0.0062  4.7933  0.055
H  -4.6306  -0.0663  0.8843  -0.113
H  -2.0613  -0.5314  3.1155  0.050
H  2.7612  1.5486  -2.3559  -0.027
H  -0.0489  -4.8864  -0.4992  0.092
H  -3.9532  2.4166  0.5431  0.028
H  -2.1949  -1.9027  2.7425  -0.063
O  0.4685  3.7487  -1.3500  -0.112
O  3.3940  -0.2030  4.2488  -0.147
O  2.0744  2.1379  -2.6077  -0.055
H  -2.6901  -0.5043  -0.1223  -0.017
O  2.3989  -2.5753  2.2547  -0.136
O  -1.6294  -1.3749  3.2216  -0.007
C  0.3714  -0.5088  -0.6096  -0.200
H  1.9680  1.1347  -5.1837  0.090
H  0.0720  4.6083  -1.6109  0.068
H  0.6733  0.4485  -5.5582  0.072

- net charge = 0


Decreasing stability: *1*, *2*


*1*
A 2-piece molecular cluster, C3H11NO overall. Source: the OMol25 dataset; level of theory: ωB97M-V/def2-TZVPD.

Each line ends with the Löwdin charge.
Cartesian coordinates (Å):
H  2.9741  1.8595  -0.2637  0.026
C  -0.8952  -0.6341  1.4747  -0.072
H  0.6085  0.2832  -1.2981  0.077
H  -0.6581  1.1615  0.3015  0.127
H  -1.9213  0.5001  -1.6573  0.071
C  -2.0502  -0.0962  -0.7589  -0.085
O  3.1280  0.9268  -0.0849  -0.075
C  -0.8134  0.0995  0.1253  -0.503
N  0.3534  -0.4412  -0.6119  0.003
H  -1.6934  -0.1273  2.0391  0.074
H  0.0805  -1.2315  -1.1953  0.076
H  2.2409  0.5299  -0.0601  -0.015
H  0.0405  -0.3928  1.9597  0.073
H  -2.0863  -1.1545  -1.0094  0.071
H  -1.3421  -1.6176  1.3396  0.078
H  -3.0219  0.1494  -0.3259  0.075

- SMILES string = CC(C)N.O
- net charge = 0


*2*
A 2-piece molecular cluster, C3H11NO overall. Source: the OMol25 dataset; level of theory: ωB97M-V/def2-TZVPD.

Each line ends with the Löwdin charge.
Cartesian coordinates (Å):
H  -0.9919  -0.0062  2.4878  0.063
H  -0.9256  -1.7359  2.9292  0.057
H  2.3232  2.4346  -2.0451  0.072
N  1.6149  1.7649  -2.2791  0.024
H  0.2019  -1.0435  1.7839  0.056
C  -1.7675  -1.3884  0.9625  -0.174
H  -0.2130  1.5737  -0.5522  0.074
H  1.4485  1.6234  -3.2579  0.069
H  2.3144  0.4360  -0.8584  0.113
H  -2.8282  -1.3219  1.2221  0.060
H  -1.5825  -2.4341  0.6913  0.063
H  -1.6129  -0.7607  0.0846  0.045
C  1.3770  0.7545  -1.3251  -0.365
O  0.6171  1.2262  -0.2061  -0.088
C  -0.8394  -1.0222  2.1139  -0.178
H  0.8641  -0.1004  -1.7515  0.111

- SMILES string = NCO.CC
- net charge = 0


Decreasing stability: *1*, *2*


*1*
A 2-piece molecular cluster, C3H11NO overall. Source: the OMol25 dataset; level of theory: ωB97M-V/def2-TZVPD.

Each line ends with the Löwdin charge.
Cartesian coordinates (Å):
O  0.4446  0.5172  -0.5001  -0.273
H  1.3625  -1.4370  -0.3805  0.072
N  -1.6185  -1.6121  -1.5418  -0.001
C  1.6290  -0.3700  -0.3677  -0.077
H  2.2644  -0.2041  -1.2341  0.076
C  -0.1329  0.6279  1.9421  -0.107
H  -1.4307  1.1498  0.2185  0.123
C  -0.3356  1.2107  0.5262  -0.260
H  0.7507  1.1345  2.4754  0.079
H  -1.0008  -1.1872  -2.2877  0.037
H  0.4429  -0.3726  1.9185  0.082
H  -1.3435  -2.6199  -1.3185  0.040
H  2.1753  -0.1066  0.5610  0.081
H  -1.0975  0.8450  2.5434  0.099
H  -0.0297  2.2553  0.4591  0.100
H  -1.2840  -1.1213  -0.7652  -0.070

- SMILES string = CCOC.N
- net charge = 0


*2*
A 2-piece molecular cluster, C3H11NO overall. Source: the OMol25 dataset; level of theory: ωB97M-V/def2-TZVPD.

Each line ends with the Löwdin charge.
Cartesian coordinates (Å):
C  -1.4113  0.8170  0.6979  -0.189
O  0.9079  -0.9465  -1.0140  -0.466
H  -0.8916  2.7275  1.4852  0.067
N  -0.7271  -0.5536  0.6672  0.090
H  -1.0928  -0.9415  -0.2073  0.121
H  -1.2233  -1.1074  1.3577  0.136
H  2.0440  -0.9292  -2.6947  0.045
H  1.4802  -2.6509  -1.9494  0.049
H  2.7839  -1.6122  -1.3806  0.034
H  -1.9719  1.0196  -0.2191  0.128
C  1.8024  -1.6084  -1.8736  -0.338
H  0.3866  1.6842  1.7503  0.073
H  -2.0899  0.7352  1.5488  0.109
H  0.3110  -0.7792  0.7304  0.136
C  -0.3885  1.8816  1.0275  -0.097
H  0.0806  2.2637  0.0737  0.103

- net charge = 0


Decreasing stability: *1*, *2*